[1]
The following is a DFT calculation (ωB97M-V/def2-TZVPD) of a cluster of 2 separate species, C3H6NP in total in a non-equilibrium geometry.

DFT total energy   -513.859008 hartree
Molecular weight   87.1 g mol⁻¹
2S+1   1
SMILES string   C=NP.C#C
Max |F|   3.3 eV/Å
Relative energy (zero: lowest compared OMol25 entry of this formula, charge and spin)   290.64 kJ/mol
Orbital gap   0.358 hartree

Cartesian coordinates (Å):
P: 2.278 -0.385 0.587
N: 1.836 0.704 -0.705
C: 0.719 0.608 -1.231
C: -2.490 0.209 1.137
C: -2.873 -0.239 0.069
H: -2.059 0.534 2.033
H: 3.167 -1.149 -0.211
H: 3.661 0.069 1.086
H: -3.392 -0.649 -0.739
H: -0.157 0.084 -0.766
H: 0.472 1.092 -2.284

---

[2]
The following is a DFT calculation (ωB97M-V/def2-TZVPD) of an isolated molecule of C3H6NPS in a non-equilibrium geometry.

DFT total energy   -912.044919 hartree
Molecular weight   119.1 g mol⁻¹
2S+1   1
Max |F|   3.3 eV/Å
Relative energy (zero: lowest compared OMol25 entry of this formula, charge and spin)   380.98 kJ/mol
Orbital gap (alpha / beta)   0.296 / 0.268 hartree

Cartesian coordinates (Å):
S: 0.327 -1.569 0.185
P: 2.706 0.182 0.034
N: -0.654 1.432 0.393
C: 1.020 -0.095 -0.359
C: -1.417 -1.027 -0.146
C: -1.490 0.549 0.294
H: 0.531 0.297 -1.206
H: 2.475 0.334 1.376
H: -1.555 -0.852 -1.171
H: -2.181 -1.618 0.359
H: 2.886 1.686 -0.024
H: -2.649 0.682 0.264

---

[3]
The following is a DFT calculation (ωB97M-V/def2-TZVPD) of a structure of composition C3H6NdO4 in a non-equilibrium geometry.

DFT total energy   -979.653447 hartree
Molecular weight   250.3 g mol⁻¹
2S+1   5
Max |F|   1.9 eV/Å
Orbital gap (alpha / beta)   0.264 / 0.268 hartree
Charge   +2

Cartesian coordinates (Å):
Nd: 1.353 2.557 2.965
O: 1.748 1.319 -1.030
O: 0.777 2.812 0.311
O: -2.471 2.524 -0.731
O: 0.889 3.140 -1.885
C: 1.051 2.405 -0.818
C: 1.386 2.439 -3.042
C: 2.024 1.180 -2.439
H: 1.553 0.254 -2.781
H: 3.109 1.135 -2.567
H: 0.539 2.220 -3.697
H: 2.103 3.091 -3.548
H: -2.002 3.175 -0.169
H: -2.795 3.026 -1.484